9 unconnected molecules or ions with the total composition C63H69O4P. Source: the OMol25 dataset; level of theory: ωB97M-V/def2-TZVPD.

```
137
Properties=species:S:1:pos:R:3:forces:R:3:lowdin_charge:R:1
C 4.8244 -0.9115 3.1421 0.123 0.845 0.472 -0.15
C 3.8483 0.1567 2.3333 0.221 -0.800 0.262 -0.27
C 3.3696 1.4240 3.2982 0.502 -0.213 -1.604 -0.21
C 2.5700 2.4948 2.3088 0.904 0.350 0.478 -0.22
C 1.7053 3.6279 3.1188 -0.150 -0.549 0.447 -0.25
C 0.1066 3.1965 3.3504 0.347 0.252 1.063 -0.35
P -0.9560 3.5470 1.7549 0.974 1.336 0.044 0.99
C -0.7779 1.9409 0.7318 -0.264 -0.390 -0.350 -0.27
C -2.1065 1.5083 -0.1228 -0.260 -5.825 -3.923 -0.29
O -1.9938 0.3772 -0.8735 -0.613 6.894 5.009 -0.06
O -3.3824 2.2346 -0.2030 2.610 -2.729 1.487 -0.03
O -2.5982 3.8644 2.2383 0.158 -3.515 3.085 -0.33
C -3.0102 3.0642 3.4009 0.488 1.490 6.242 -0.30
O -2.8118 3.5152 4.6711 -1.137 -2.642 -8.591 -0.03
C -3.7957 1.5962 3.3126 -2.308 -2.537 -0.811 -0.06
C -5.4564 1.6989 3.1739 0.851 -3.151 0.072 -0.01
C -6.4462 0.3590 3.1188 5.547 -0.062 0.607 -0.05
C -5.6739 -1.1040 3.2218 1.961 3.013 -0.066 -0.08
C -4.0153 -1.2388 3.3322 -1.790 3.794 0.011 -0.03
C -3.0610 0.1330 3.3859 -4.022 0.367 -0.326 -0.01
H 4.2846 -1.3104 4.1143 1.030 0.688 -2.046 0.07
H 5.1808 -1.8053 2.4720 -0.802 1.750 1.269 0.06
H 5.7873 -0.3206 3.5218 -2.013 -1.322 -0.868 0.09
H 4.4577 0.5160 1.3778 -1.416 -0.463 2.050 0.11
H 2.8969 -0.4393 1.9403 1.890 1.336 0.803 0.10
H 2.7088 1.0264 4.1846 1.332 0.861 -1.684 0.11
H 4.3675 1.9437 3.6702 -2.259 -1.054 -0.420 0.12
H 3.4329 3.0782 1.7306 -1.979 -1.434 0.933 0.12
H 1.9157 1.8704 1.5591 1.249 1.374 1.352 0.09
H 2.1890 3.7399 4.1987 -1.083 -0.234 -2.251 0.12
H 1.7715 4.6876 2.6140 -0.269 -2.187 0.846 0.11
H -0.2737 3.9262 4.2105 0.453 -1.716 -1.940 0.10
H -0.0003 2.0769 3.7186 0.353 2.213 -0.605 0.08
H -0.3409 1.0982 1.4305 -1.425 1.097 -1.714 0.09
H 0.0785 2.1556 -0.0718 -1.994 -0.317 1.698 0.11
H -4.0944 1.5074 -0.1437 1.564 1.343 -0.466 0.15
H -5.9876 2.7654 3.1182 1.513 -2.562 0.155 0.11
H -7.6130 0.4884 3.0466 2.706 -0.404 0.165 0.09
H -6.3315 -2.0803 3.2175 1.583 2.152 -0.039 0.09
H -3.4953 -2.3060 3.4149 -1.315 2.642 -0.220 0.09
H -1.8754 0.0405 3.4880 -2.995 0.230 -0.268 0.08
C 7.1371 -5.2951 -0.5776 -0.128 0.143 0.018 -0.10
C 7.4285 -4.1626 -1.3374 -0.138 -0.013 0.094 -0.09
C 6.5764 -3.0592 -1.3011 -0.034 -0.130 0.124 -0.09
C 5.4370 -3.0847 -0.4964 0.164 -0.148 -0.019 -0.10
C 5.1476 -4.2158 0.2663 0.123 0.007 -0.082 -0.10
C 5.9948 -5.3227 0.2228 0.064 0.160 -0.104 -0.10
H 7.7997 -6.1561 -0.6087 -0.099 0.127 0.004 0.10
H 8.3201 -4.1402 -1.9591 -0.146 -0.005 0.087 0.10
H 6.8002 -2.1796 -1.8985 -0.039 -0.124 0.064 0.09
H 4.7754 -2.2231 -0.4643 0.062 -0.099 -0.012 0.09
H 4.2605 -4.2349 0.8946 0.119 -0.003 -0.100 0.10
H 5.7662 -6.2058 0.8129 0.032 0.122 -0.076 0.10
C 4.9444 2.1812 -4.1641 0.046 -0.107 0.164 -0.09
C 6.2966 2.1749 -3.8234 -0.113 -0.052 0.080 -0.09
C 6.7390 1.4230 -2.7354 -0.203 -0.030 -0.046 -0.10
C 5.8296 0.6686 -1.9935 -0.049 0.113 -0.144 -0.10
C 4.4778 0.6719 -2.3366 0.113 0.101 -0.066 -0.09
C 4.0341 1.4313 -3.4190 0.164 0.009 0.038 -0.09
H 4.5995 2.7701 -5.0100 0.042 -0.110 0.112 0.09
H 7.0063 2.7573 -4.4058 -0.105 -0.072 0.103 0.09
H 7.7917 1.4236 -2.4661 -0.122 0.007 -0.030 0.10
H 6.1749 0.0787 -1.1487 -0.038 0.085 -0.080 0.09
H 3.7695 0.0827 -1.7594 0.086 0.080 -0.083 0.10
H 2.9801 1.4380 -3.6826 0.140 -0.013 -0.003 0.09
C -4.6377 2.3990 -3.4349 -0.132 -0.200 -0.120 -0.09
C -5.7057 2.3561 -4.3306 0.055 -0.104 0.030 -0.10
C -6.1784 1.1291 -4.7952 0.114 -0.019 0.114 -0.10
C -5.5887 -0.0566 -4.3560 0.049 0.197 0.049 -0.11
C -4.5230 -0.0137 -3.4574 -0.090 0.110 -0.070 -0.08
C -4.0444 1.2137 -3.0000 -0.036 0.123 -0.173 -0.10
H -4.2674 3.3557 -3.0757 -0.042 -0.129 -0.026 0.10
H -6.1696 3.2798 -4.6675 0.065 -0.138 0.034 0.10
H -7.0062 1.0962 -5.4983 0.101 0.003 0.103 0.10
H -5.9600 -1.0131 -4.7141 0.044 0.125 0.022 0.09
H -4.0647 -0.9379 -3.1139 -0.023 0.149 -0.029 0.11
H -3.2106 1.2469 -2.3042 -0.325 -0.129 -0.452 0.05
C -8.1658 -2.3990 8.3444 0.127 -0.060 -0.128 -0.10
C -7.8102 -3.7286 8.5688 0.063 0.071 -0.123 -0.10
C -6.8611 -4.3446 7.7536 -0.023 0.175 -0.037 -0.10
C -6.2599 -3.6272 6.7191 -0.165 0.084 0.149 -0.10
C -6.6128 -2.2963 6.4971 -0.053 -0.064 0.091 -0.10
C -7.5687 -1.6831 7.3065 0.031 -0.211 0.063 -0.09
H -8.9080 -1.9202 8.9778 0.110 -0.072 -0.089 0.10
H -8.2738 -4.2855 9.3793 0.067 0.083 -0.131 0.10
H -6.5892 -5.3827 7.9245 -0.034 0.143 -0.012 0.10
H -5.5166 -4.1056 6.0868 -0.091 0.058 0.070 0.10
H -6.1429 -1.7369 5.6919 -0.069 -0.070 0.189 0.06
H -7.8474 -0.6480 7.1298 0.056 -0.127 0.024 0.10
C 0.6776 -4.1867 4.6116 -0.082 0.166 0.040 -0.09
C -0.5046 -4.3992 5.3201 0.044 0.148 -0.040 -0.09
C -1.2881 -3.3143 5.7124 0.138 0.031 -0.124 -0.10
C -0.8939 -2.0161 5.3871 0.077 -0.115 -0.033 -0.11
C 0.2864 -1.8038 4.6753 -0.079 -0.206 0.031 -0.10
C 1.0747 -2.8883 4.2911 -0.153 -0.050 0.060 -0.09
H 1.2897 -5.0323 4.3090 -0.090 0.129 0.046 0.10
H -0.8152 -5.4112 5.5675 0.055 0.158 -0.028 0.10
H -2.2057 -3.4798 6.2702 0.114 0.037 -0.064 0.10
H -1.5069 -1.1707 5.6884 0.071 -0.123 -0.006 0.10
H 0.5926 -0.7922 4.4205 0.005 -0.098 0.047 0.08
H 1.9969 -2.7222 3.7414 -0.103 -0.013 0.057 0.09
C -9.6648 -3.1522 -0.9728 0.109 -0.018 -0.151 -0.10
C -8.7085 -2.1528 -1.1500 -0.016 -0.158 -0.104 -0.10
C -7.8485 -2.1960 -2.2470 -0.100 -0.112 0.011 -0.09
C -7.9516 -3.2345 -3.1730 -0.129 0.038 0.197 -0.09
C -8.9104 -4.2319 -2.9977 0.016 0.105 0.098 -0.10
C -9.7642 -4.1937 -1.8957 0.128 0.152 -0.018 -0.10
H -10.3326 -3.1201 -0.1159 0.089 -0.007 -0.123 0.10
H -8.6328 -1.3399 -0.4321 0.003 -0.117 -0.108 0.10
H -7.0991 -1.4208 -2.3812 -0.114 -0.089 0.011 0.08
H -7.2847 -3.2657 -4.0306 -0.087 -0.005 0.115 0.09
H -8.9917 -5.0402 -3.7203 0.014 0.121 0.118 0.10
H -10.5074 -4.9738 -1.7565 0.095 0.108 -0.024 0.10
C 10.7670 1.9091 -4.5732 -0.006 0.089 -0.185 -0.09
C 9.5788 1.6669 -5.2619 0.122 0.066 -0.048 -0.11
C 9.4019 2.1738 -6.5489 0.182 0.049 0.073 -0.10
C 10.4184 2.9154 -7.1518 -0.002 -0.071 0.181 -0.10
C 11.6081 3.1544 -6.4645 -0.115 -0.079 0.072 -0.10
C 11.7812 2.6553 -5.1738 -0.171 -0.045 -0.085 -0.10
H 10.9031 1.5168 -3.5689 -0.014 0.049 -0.139 0.10
H 8.7895 1.0832 -4.7947 0.131 0.076 -0.097 0.08
H 8.4733 1.9905 -7.0826 0.121 0.006 0.070 0.10
H 10.2827 3.3063 -8.1567 0.022 -0.055 0.147 0.10
H 12.4007 3.7310 -6.9351 -0.128 -0.087 0.079 0.10
H 12.7060 2.8464 -4.6366 -0.121 -0.030 -0.077 0.10
C 0.8670 3.4739 -4.5876 -0.010 0.079 -0.209 -0.10
C -0.3212 3.2317 -5.2763 0.082 0.068 -0.039 -0.09
C -0.4981 3.7386 -6.5633 0.191 0.046 0.071 -0.09
C 0.5184 4.4802 -7.1662 0.002 -0.084 0.184 -0.10
C 1.7081 4.7192 -6.4789 -0.113 -0.079 0.061 -0.10
C 1.8812 4.2201 -5.1882 -0.155 -0.051 -0.086 -0.10
H 1.0031 3.0816 -3.5833 -0.026 0.063 -0.122 0.09
H -1.1105 2.6480 -4.8091 0.097 0.085 -0.069 0.10
H -1.4267 3.5553 -7.0970 0.131 0.011 0.082 0.10
H 0.3827 4.8711 -8.1711 0.022 -0.053 0.146 0.10
H 2.5007 5.2958 -6.9495 -0.125 -0.079 0.078 0.10
H 2.8060 4.4112 -4.6510 -0.126 -0.012 -0.050 0.09
```
Positions in Å, forces in eV/Å.

Output
Multiplicity = 1
SMILES string = CCCCCCP(CC(=O)O)OC(=O)c1ccccc1.c1ccccc1.c1ccccc1.c1ccccc1.c1ccccc1.c1ccccc1.c1ccccc1.c1ccccc1.c1ccccc1
Gap between HOMO and LUMO = 8.6 eV
Energy = -3083.796011 a.u.